# 1
C40H90F2KN6O4S2 as an isolated structure at a distorted geometry. Source: the OMol25 dataset; level of theory: the ωB97M-V functional and the def2-TZVPD basis.

The geometry in ORCA input format:
```
! RIJCOSX wB97M-V def2-TZVPD def2/J DEFGRID3
* xyz 4 2
H -4.965 1.999 -8.492
N 5.955 -3.562 -2.455
H -6.589 5.065 4.012
H -3.180 -1.818 0.902
H -2.288 -0.251 -6.404
H -3.071 1.757 3.468
H -2.792 4.260 2.074
H -0.905 0.916 4.616
H -2.443 3.458 -6.750
C -4.672 5.297 4.772
C -2.823 -2.629 0.268
H 4.977 1.592 8.064
H -4.434 -4.435 -0.263
H -6.438 6.497 4.974
H -2.408 1.436 5.547
H -1.609 -3.500 -1.854
H -1.766 -2.411 0.112
C -3.745 -1.517 -1.969
N -2.628 3.812 4.161
C -3.089 -1.655 -3.312
H -0.352 1.863 -4.776
H 2.491 0.909 6.478
H -4.257 3.302 5.298
F -0.850 -1.411 2.419
H 2.587 2.158 9.059
C -5.037 2.945 -6.149
H 7.941 -3.345 -3.064
H -2.926 2.066 -4.028
C 7.059 -4.854 -4.457
H -1.541 2.319 2.931
H -4.902 3.855 -6.735
C -1.533 1.734 4.969
H 6.213 1.220 3.065
C 7.816 -4.577 -5.749
C -5.908 -2.823 -0.150
H 5.134 -1.609 3.786
H -5.632 -3.017 0.887
C 3.746 -2.758 -1.808
H 8.567 -3.842 -5.459
H -4.352 5.953 3.963
O 0.855 0.307 2.845
H 2.582 1.461 3.948
C -1.743 4.067 5.411
H -2.479 4.150 6.211
H 4.796 -2.303 0.006
H 7.346 -4.171 -6.645
C 4.504 -3.540 -2.822
C 6.113 -2.191 -1.683
H -2.302 5.723 3.024
H 6.269 0.992 6.096
H -5.089 -3.956 -1.899
H -3.433 -1.404 -6.818
C -0.741 2.764 -4.300
H 7.380 -4.764 -1.338
C 5.769 1.400 5.217
H -1.353 5.081 5.314
H -3.253 2.390 -8.553
H 4.154 -4.551 -3.032
H 6.042 -5.096 -4.767
H -0.142 3.562 -4.739
H -4.312 -0.536 -8.763
H 4.547 -0.062 7.948
C 6.046 0.551 3.909
K -1.467 2.324 -0.156
H -4.602 3.441 3.524
C -7.338 -3.281 -0.457
C 6.296 -4.727 -1.447
H 2.868 -2.200 -2.131
C -2.253 4.637 2.943
H -6.532 4.901 5.799
H -3.470 -3.713 -4.124
C -2.749 -3.069 -3.621
H 3.481 2.471 6.621
C -2.217 2.355 3.786
H 3.539 1.054 10.061
C 4.940 -0.537 3.835
H -3.867 0.590 -4.786
C 6.982 -3.522 -3.553
C -3.301 -0.322 -6.801
C -4.811 -3.632 -0.896
H 3.044 -0.656 4.847
H -4.196 5.732 5.651
C -4.142 3.905 4.397
H 6.524 -1.419 -2.335
C -2.316 2.790 -4.567
C -2.624 -3.714 -2.190
H -0.568 2.801 -3.224
O 0.394 -1.919 -1.123
H -7.295 -4.338 -0.719
C -3.980 1.691 -8.140
H -4.958 3.258 -5.108
H -5.217 0.189 -5.921
H -4.804 -1.539 -2.225
H 7.027 0.076 3.914
H -0.362 2.867 6.598
C 4.045 -0.272 5.042
H -7.885 -2.660 -1.166
H 2.360 0.395 9.120
H 8.280 -5.455 -6.199
H -1.745 -3.083 -4.045
H 0.123 3.111 5.023
H 6.976 -2.351 -1.036
H 5.951 2.467 5.087
C -2.626 2.625 -6.071
H -3.346 -0.619 -1.496
H 3.321 -3.467 -1.098
N 4.232 1.209 5.275
C -3.586 0.123 -8.288
C 3.452 2.078 4.173
F -0.171 0.254 -1.752
O 1.309 -1.767 1.592
H -5.775 -1.751 -0.294
H 6.892 -2.631 -4.174
C 4.111 0.936 7.973
C 4.791 -2.004 -1.042
H 4.491 -0.956 -1.050
H -2.875 3.659 -4.219
C -6.152 5.445 4.935
H -3.926 -1.308 -3.918
H 4.002 2.162 3.235
H -7.902 -3.174 0.470
H -2.677 0.113 -8.890
C -4.177 0.502 -5.828
N -0.427 -0.104 0.677
N -3.478 -2.811 -1.127
C 3.098 1.196 9.074
H 6.030 -4.463 -0.424
H 4.496 -0.811 5.875
N -3.927 1.933 -6.532
C 3.465 1.381 6.605
H -1.217 4.343 2.779
H -2.754 -4.779 -2.003
H 4.343 -2.841 -3.643
H 3.180 3.047 4.591
S 0.362 -0.612 1.768
H 7.470 -5.668 -3.859
H -2.174 -1.069 -3.408
H 4.281 -0.469 2.969
O 1.975 -0.077 -0.767
C -0.786 2.928 5.596
H -1.947 1.915 -6.544
H 6.029 -5.708 -1.841
H -3.018 -3.584 0.756
S 0.590 -0.584 -0.600
H -6.021 2.494 -6.273
*
```

Calculated values
- Expectation value of S²: 0.75
- ΔE to the lowest compared entry with this formula, charge and spin: 2.51 kcal per mole

# 2
C3H4CeO3 as an isolated structure at a distorted geometry. Source: the OMol25 dataset; level of theory: the ωB97M-V functional and the def2-TZVPD basis.

The geometry in ORCA input format:
```
! RIJCOSX wB97M-V def2-TZVPD def2/J DEFGRID3
* xyz 3 2
H -3.781 1.136 1.006
O -1.680 -0.927 -0.404
C -0.407 -0.396 -0.157
Ce 2.339 0.506 0.153
O 0.495 -1.193 0.105
C -2.770 -0.305 -0.101
H -3.625 -0.985 -0.017
H -2.980 1.502 -0.455
H -2.221 0.876 1.521
O -0.284 0.846 -0.086
C -2.772 0.986 0.575
*
```

Calculated values
- Expectation value of S²: 0.75
- ΔE to the lowest compared entry with this formula, charge and spin: 26.20 kcal per mole

# 3
A 2-piece molecular cluster, C4H14N2OS overall at a distorted geometry. Source: the OMol25 dataset; level of theory: the ωB97M-V functional and the def2-TZVPD basis.

The geometry in ORCA input format:
```
! RIJCOSX wB97M-V def2-TZVPD def2/J DEFGRID3
* xyz -1 2
C 1.274 -0.666 1.006
H -1.385 1.123 0.410
S 2.518 -0.183 -0.242
C -0.127 -1.079 0.424
H -2.151 0.620 3.410
C -0.505 -0.348 -0.826
H 0.350 -0.320 -1.573
H -2.416 -1.136 -0.903
H -1.159 2.864 -1.531
H -0.078 -2.155 0.253
H -2.111 -0.075 -2.063
H -1.781 -0.708 2.578
H -1.100 1.413 -2.434
O -1.465 0.149 2.908
H 0.234 1.769 -0.151
H 1.624 -1.391 1.731
N -1.695 -0.833 -1.552
C -0.642 1.200 -0.441
H 3.121 -1.374 -0.277
H -0.933 -0.795 1.101
H 1.047 0.257 1.613
N -1.330 1.864 -1.558
*
```

Calculated values
- Expectation value of S²: 0.75
- ΔE to the lowest compared entry with this formula, charge and spin: 18.77 kcal per mole

# 4
C5H9NO as an isolated structure at a distorted geometry. Source: the OMol25 dataset; level of theory: the ωB97M-V functional and the def2-TZVPD basis.

The geometry in ORCA input format:
```
! RIJCOSX wB97M-V def2-TZVPD def2/J DEFGRID3
* xyz 0 1
H -2.368 -0.339 0.692
H -0.004 2.156 -0.223
C 0.335 1.319 -0.795
O 1.418 -0.825 2.061
H 0.960 -2.373 -0.468
C 0.898 -0.702 0.977
H -1.909 1.373 0.734
H -1.515 0.315 2.095
C -1.577 0.360 0.999
C -0.230 0.075 0.358
C 1.172 -1.313 -0.414
H -0.717 -1.059 -1.434
H 1.425 1.271 -0.891
H 2.143 -1.084 -0.878
H -0.068 1.423 -1.841
N 0.038 -0.597 -0.971
*
```

Calculated values
- ΔE to the lowest compared entry with this formula, charge and spin: 117.21 kcal per mole

# 5
C26H57N6O5PPrSi3 as an isolated structure at a distorted geometry. Source: the OMol25 dataset; level of theory: the ωB97M-V functional and the def2-TZVPD basis.

The geometry in ORCA input format:
```
! RIJCOSX wB97M-V def2-TZVPD def2/J DEFGRID3
* xyz 1 3
H 5.781 9.413 6.742
C 8.791 10.680 6.395
H 11.686 6.164 8.775
H 7.536 18.742 10.250
H 12.847 9.663 10.017
H 11.837 13.378 13.470
H 5.259 11.206 10.357
H 4.685 9.030 8.910
H 7.460 11.566 7.528
N 10.226 10.952 5.966
C 7.175 8.694 11.642
C 12.046 13.383 9.641
H 12.418 10.376 4.913
H 10.150 7.954 5.404
H 4.866 7.739 10.143
H 7.998 9.247 12.102
H 6.177 16.457 10.041
C 10.893 6.588 8.172
Si 8.243 8.758 6.841
O 10.050 11.714 13.544
C 12.819 14.338 10.301
H 7.841 15.942 6.718
H 7.491 5.474 9.712
C 9.522 17.400 8.723
C 8.518 5.426 9.363
H 5.577 7.608 8.480
H 11.525 17.090 9.619
C 10.252 7.378 11.035
Si 7.079 9.061 9.791
H 10.443 11.955 5.826
H 8.393 15.471 12.088
C 6.509 8.845 6.200
N 11.013 10.616 7.156
C 7.194 16.559 10.474
N 12.996 9.877 8.012
H 6.658 14.055 7.800
C 7.323 17.974 11.010
H 10.195 16.779 10.798
H 7.148 7.646 11.839
C 7.187 16.096 7.567
H 13.386 15.013 12.291
C 5.381 8.305 9.293
H 12.057 13.264 8.563
H 6.769 11.732 11.291
C 6.144 14.952 7.506
H 5.824 14.913 6.442
N 12.237 9.500 9.151
H 6.391 18.283 11.587
H 11.963 8.478 9.075
H 8.161 18.048 11.731
H 8.560 7.587 4.712
Si 9.456 7.087 9.287
H 9.165 6.551 6.003
C 10.142 11.627 12.309
H 8.468 5.009 8.347
H 11.321 7.414 7.577
C 8.503 8.564 8.686
H 13.872 9.365 7.810
H 5.289 15.109 8.146
H 10.322 8.435 11.299
C 11.897 13.407 12.379
P 8.310 15.904 9.098
O 8.414 11.684 7.386
C 6.255 11.612 10.324
N 12.915 10.164 5.786
C 10.177 17.146 7.361
H 6.046 17.767 8.255
H 13.358 15.088 9.658
C 7.390 15.470 11.565
H 9.495 17.385 6.545
H 7.105 14.466 11.283
O 9.414 10.797 11.565
H 10.478 18.463 10.258
C 6.554 17.463 7.357
O 10.525 10.188 4.907
H 8.253 10.942 5.478
H 6.684 15.770 12.410
H 6.183 7.820 5.999
C 12.774 14.297 11.726
H 7.320 18.268 7.099
C 10.502 17.389 9.903
H 9.669 6.846 11.788
H 10.981 17.883 7.163
H 11.277 6.924 10.947
C 9.147 7.570 5.596
C 12.253 10.157 6.932
H 6.174 12.634 9.897
H 10.556 16.112 7.316
O 7.020 10.757 9.456
H 6.475 9.325 5.186
H 10.504 5.870 7.407
H 6.231 9.012 12.043
H 8.970 18.327 8.783
Pr 9.774 10.815 9.298
H 13.846 10.611 5.934
C 11.081 12.536 11.580
H 5.796 17.509 6.614
H 9.021 4.706 10.067
N 11.153 12.576 10.226
*
```

Calculated values
- Expectation value of S²: 2.00

# 6
C46H43Cl2FN7O4SSiTi as an isolated structure at a distorted geometry. Source: the OMol25 dataset; level of theory: the ωB97M-V functional and the def2-TZVPD basis.

The geometry in ORCA input format:
```
! RIJCOSX wB97M-V def2-TZVPD def2/J DEFGRID3
* xyz 0 2
H -4.554 0.565 4.466
N -6.852 -0.291 -8.315
H 3.376 1.369 -3.466
H 4.144 -3.869 1.332
C -6.615 0.893 -6.178
H -5.228 -1.526 -8.848
H -1.551 3.802 -5.999
H -7.175 0.122 -5.618
Ti -0.227 0.308 0.268
H -3.369 -0.553 -2.151
H -3.597 -4.410 4.352
H -6.329 -1.246 4.463
C -1.670 5.665 -4.819
C -2.043 1.781 2.606
C -3.559 0.200 -2.907
H -1.408 4.908 -2.306
C -1.838 3.921 -2.417
H -4.439 -2.946 1.109
C 1.465 -2.463 -0.965
H -5.064 -1.444 5.683
C 1.900 0.928 -1.962
C -0.633 3.349 -0.322
C -2.309 -0.494 2.182
N -1.678 0.669 1.967
N 1.581 -1.989 0.295
C 2.650 1.010 0.316
C 0.311 -0.651 3.884
H -2.733 5.026 -6.678
N -5.197 0.605 -6.226
C -3.382 -0.591 3.097
C -2.165 1.712 -1.570
H -0.714 5.456 -4.362
H -5.909 -2.108 1.638
H -5.625 -3.787 2.127
C -3.205 2.473 -3.706
C 0.278 0.517 5.992
C -7.161 0.997 -7.586
H -1.453 2.662 2.386
O -0.375 4.531 -0.144
H -0.450 -1.483 5.700
C 0.877 1.612 5.378
H 2.578 -2.037 2.064
C -5.520 -1.898 4.800
C -3.083 1.787 3.509
H -3.802 5.219 -4.413
H -2.296 -3.745 3.341
C -4.475 0.908 -5.025
C 0.306 -2.289 -3.056
C -3.053 -3.500 4.085
C 4.200 1.456 -1.475
H 1.642 2.430 3.536
C 2.507 -2.473 1.072
H -7.333 -1.058 -7.839
C -1.556 2.992 -1.470
H -5.430 -1.512 -6.377
H -5.966 -2.845 5.113
Si -4.247 -2.214 3.458
H -2.544 -3.134 4.980
Cl -0.891 -1.552 -4.103
Cl 3.043 -5.183 -3.494
H 1.120 0.741 -2.696
H 0.036 0.547 7.047
C -4.925 -0.666 -6.867
H 1.102 2.501 5.954
H -3.351 2.694 4.030
H -3.856 -0.878 -6.836
C 3.175 1.270 -2.405
O -2.003 0.773 -0.783
C -3.020 1.477 -2.746
C -5.368 -0.590 -8.310
C -3.745 0.580 3.745
C 1.104 -3.323 -3.583
C -2.172 4.670 -5.825
O -0.237 2.356 0.373
C 2.283 -3.483 -1.476
C -3.952 2.171 -4.858
H -8.239 1.136 -7.618
S -1.625 -1.778 1.241
C 0.889 0.452 3.266
C 1.182 1.583 4.027
C -5.140 -2.826 1.936
C -4.288 -0.059 -4.028
C 1.622 0.790 -0.608
C 3.948 1.319 -0.125
C 0.451 -1.829 -1.764
H 3.933 -4.784 -0.959
F -4.863 -1.270 -4.200
H 0.951 -3.646 -4.604
H 4.732 1.452 0.612
C -2.817 4.771 -4.470
H -6.788 1.841 -5.671
H 5.200 1.701 -1.814
H -6.659 1.784 -8.147
C 3.389 -3.498 0.653
H -4.071 2.900 -5.646
N 1.162 0.436 1.871
N -2.596 3.707 -3.522
C 3.274 -4.002 -0.608
H -4.890 0.230 -8.842
H 0.096 -1.530 3.289
O -0.281 -0.879 -1.273
H -7.215 -0.264 -9.266
C 0.003 -0.614 5.237
H -1.889 6.712 -4.963
C 2.066 -3.905 -2.816
N 2.405 0.879 1.655
*
```

Calculated values
- Expectation value of S²: 0.77
- ΔE to the lowest compared entry with this formula, charge and spin: 0.00 kcal per mole

Number 1: DFT total energy -3802.07228 Ha. Number 2: DFT total energy -816.22326 Ha. Number 3: DFT total energy -743.66370 Ha. Number 4: DFT total energy -325.75077 Ha. Number 5: DFT total energy -3456.33195 Ha. Number 6: DFT total energy -5020.42413 Ha.